11
Properties=species:S:1:pos:R:3:forces:R:3:mulliken_charge:R:1 method="wB97M-V/def2-TZVPD" spin_multiplicity=1 homo_lumo_gap_ev=9.987 smiles="O=C(P)[C@@H]1CO1" homo_ev=-9.39 de_lowest_kj_mol=311.2 lumo_ev=0.59 e_tot_ha=-609.0300
P 0.6185 2.1068 0.8430 -0.8 -0.5 -0.5 -0.090
O 1.0453 -0.4672 1.5799 0.2 -1.6 1.3 -0.468
O 0.7087 -1.5567 -0.8872 0.3 -0.1 -0.2 -0.348
C 0.6198 0.2215 0.7219 0.4 2.6 -1.1 0.347
C 0.2770 -0.2002 -0.6584 -1.5 -5.1 1.9 -0.309
C -0.6605 -1.5056 -0.7189 1.5 3.4 -2.9 -0.322
H -0.0442 2.2026 2.1298 -0.1 -0.1 -1.0 0.074
H -1.0787 -1.6294 0.1858 -1.0 -1.3 3.3 0.277
H -0.4555 2.0667 -0.1845 0.4 0.7 1.4 0.061
H -1.3289 -1.6848 -1.5688 0.5 0.2 0.0 0.272
H 0.2986 0.4463 -1.4427 0.2 1.7 -2.2 0.505



167
Properties=species:S:1:pos:R:3:forces:R:3:lowdin_spin:R:1 method="wB97M-V/def2-TZVPD" spin_multiplicity=2 homo_lumo_gap_ev="4.520 / 3.744" homo_ev="-20.33 / -20.33" total_charge=+6 lumo_ev="-15.81 / -16.59" e_tot_ha=-2744.4723
O 4.4885 7.2864 2.5638 0.2 -0.5 0.5 0.000
O 0.9057 -1.7772 0.2106 -0.6 0.6 -0.5 0.804
O -0.9712 -1.4381 -0.9340 2.4 0.0 0.9 0.122
O -2.9792 1.8302 -1.8664 -5.2 4.8 6.2 0.002
O 0.6619 -1.8309 -6.4265 0.3 -0.9 0.9 0.000
O -2.5616 -5.4246 4.0027 -6.2 4.2 -4.0 0.467
O -2.4918 -3.6527 -2.0653 0.4 0.0 0.1 0.000
O 4.5305 1.6365 3.5588 0.2 -0.6 -0.5 0.000
N -1.8760 -6.5869 -2.3213 1.5 -0.8 1.1 0.000
N 5.4205 0.3991 0.8679 -0.1 -0.3 0.1 0.000
N -3.5194 -4.6122 3.2526 6.0 -4.9 3.2 -0.303
N -3.7517 2.4958 -0.8775 6.5 -4.1 -4.8 -0.001
N 2.9360 -0.4349 -4.3350 -1.6 -1.7 1.4 0.000
N 1.9361 5.8265 3.0910 -2.4 -1.3 -0.2 0.000
C -2.1169 4.1473 0.0395 0.6 -1.7 1.2 0.000
C 1.5774 5.5379 1.5874 0.4 -1.2 0.6 0.000
C -3.5824 0.9195 1.0901 1.3 0.5 0.5 0.000
C -0.0525 -0.9938 -0.2076 -3.1 0.1 -0.4 0.035
C 0.9737 4.1011 1.2892 1.3 1.1 1.1 0.000
C 1.3488 -0.6597 -4.3347 -0.1 -1.5 -1.7 0.000
C 5.8348 0.2982 -0.5974 1.0 0.0 0.8 0.000
C 3.2439 7.9163 2.4478 -0.2 0.8 -1.2 0.000
C 3.6787 5.1488 4.9488 -1.4 0.7 -0.2 0.000
C 5.6705 1.8326 1.3391 0.4 -0.9 -0.4 0.000
C 2.1155 7.3041 3.2348 1.3 -0.1 0.4 0.000
C -4.9126 -5.1076 3.0491 -1.1 0.6 0.0 -0.036
C -2.8314 -3.4229 2.6468 -0.2 1.7 -1.1 -0.026
C 3.0675 -1.7093 -2.1127 -0.5 -1.4 -0.9 -0.001
C 0.7736 -3.1223 -7.1003 -0.4 -0.9 0.8 0.000
C 6.2519 -0.5963 1.7313 -0.7 0.8 -1.1 0.000
C -5.7580 -4.4480 4.2306 -0.1 -0.2 0.4 -0.038
C 3.9306 -0.0076 0.9242 2.2 0.6 0.2 0.001
C 5.5862 7.9301 1.8935 0.2 0.8 0.0 0.000
C -5.1345 3.5750 1.3614 0.6 3.3 -0.4 0.000
C -2.8018 -6.7526 -3.5073 0.9 0.0 0.6 0.000
C -1.0079 -7.8971 -2.1546 0.0 0.7 -0.3 0.000
C 3.1284 4.8839 3.5426 -0.5 0.8 -0.1 0.000
C -4.6061 4.5581 0.2523 -0.4 -0.3 0.9 0.000
C 4.9813 -0.0036 -5.9027 0.3 -0.6 -0.4 0.000
C -5.0504 -6.6368 3.0563 0.9 0.5 0.0 -0.010
C -0.8541 -5.4551 -2.5637 -0.9 -0.3 -1.0 0.000
C 5.6975 2.0519 2.8483 -0.5 1.0 0.5 0.000
C 0.6840 5.6310 3.9705 0.0 -0.8 -0.2 0.000
C -2.5794 -6.3780 -0.9994 -0.3 -0.1 -0.9 0.000
C 0.7303 -1.9693 -4.9985 1.7 1.0 -0.5 0.000
C -5.5953 2.3887 0.6823 -1.0 -1.7 0.3 0.000
C -4.4808 1.5720 0.0440 -1.7 -0.4 -0.4 0.000
C -3.4981 4.0040 -0.6351 0.3 1.2 -0.4 0.000
C -1.3405 -3.6445 2.4977 0.8 -1.7 -0.2 -0.005
C -5.0470 -3.1184 1.3773 1.5 -0.1 -1.3 -0.001
C -1.4532 -4.0886 -2.9145 -0.1 -0.4 -0.2 0.000
C -5.0955 0.4447 -0.7789 -0.5 -0.6 -1.4 0.000
C -0.2182 0.4124 0.3429 2.1 -0.1 0.7 0.030
C -2.9518 -2.2976 3.6618 0.1 0.6 1.2 -0.021
C 3.6507 -1.5622 -3.5017 0.5 1.8 -0.9 0.000
C 3.5691 -0.4877 -5.7634 -1.7 1.9 0.3 0.000
C 3.0934 0.9524 -3.6811 1.4 -0.7 -2.8 0.000
C -3.4506 4.7230 -1.9893 0.5 -1.3 -1.3 0.000
C -3.5043 -3.0870 1.2668 -0.6 0.0 0.5 -0.007
C -5.4014 -4.5562 1.6737 -1.1 0.2 0.0 -0.009
H 7.2922 -0.2978 1.6017 0.0 -0.4 -0.1 0.000
H 1.3299 -2.8268 -4.6931 0.4 -0.3 -0.3 0.000
H 5.7581 -0.6633 -5.5159 0.0 0.1 0.0 0.000
H 5.9978 -1.5720 1.3170 0.5 -0.1 0.2 0.000
H 3.2954 -1.3919 -6.3071 0.3 -0.4 0.8 0.000
H -2.1231 -2.8541 -1.6808 -0.4 0.3 0.4 0.000
H 2.7211 3.8730 3.5257 -0.1 0.1 -0.1 0.000
H -6.0886 1.7806 1.4405 0.0 -0.6 -0.3 0.000
H -1.1962 -4.3862 1.7121 0.2 -0.4 0.1 0.000
H -5.4057 4.8511 -0.4280 -0.3 -0.1 0.3 0.000
H 0.9335 -0.6943 -3.3275 0.7 0.5 0.2 0.000
H -5.4962 -3.4045 4.4055 0.0 -0.2 0.0 0.000
H 4.9426 1.2364 4.3280 -0.8 -0.2 0.6 0.000
H 2.2602 7.4912 4.2989 0.1 0.0 0.0 0.000
H -0.5378 -8.1074 -3.1153 0.1 0.2 0.1 0.000
H 5.8018 8.9001 2.3415 0.0 0.0 0.3 0.000
H 6.4972 7.3336 1.9411 -0.4 -0.3 0.4 0.000
H -2.4057 -1.3925 3.3958 -0.4 0.0 -0.9 -0.003
H -5.4621 -2.8904 0.3957 0.0 0.0 -0.2 -0.001
H 2.8477 5.0704 5.6498 0.0 -0.6 0.2 0.000
H -5.9902 4.0535 1.8379 0.0 0.2 0.0 0.000
H 6.6746 2.0425 0.9704 0.0 0.3 0.1 0.000
H 0.6699 0.6991 0.9060 0.4 0.0 0.0 0.004
H 3.1680 8.9589 2.7563 0.8 0.3 0.3 0.000
H 1.1237 -3.1579 -8.1319 0.2 1.1 0.2 0.000
H -0.3758 -5.7553 -3.4960 0.5 -0.2 0.2 0.000
H 5.8715 -0.7471 -0.9045 -0.6 0.0 0.0 0.000
H -1.5264 -8.8059 -1.8492 -0.9 0.5 -0.2 0.000
H 4.7097 -1.3062 -3.5339 0.0 0.7 0.4 0.000
H 3.7097 -2.3586 -1.5178 0.2 0.3 0.2 0.000
H -4.5912 -7.0559 2.1610 -0.1 0.1 -0.2 -0.001
H 1.1610 7.7589 2.9699 0.2 0.1 -0.2 0.000
H 1.4185 -3.7685 -6.5047 0.4 0.0 -0.1 0.000
H 0.0213 3.9989 1.8093 0.0 -0.1 -0.3 0.000
H -3.9605 -2.0450 3.9886 0.2 0.0 -0.1 0.000
H 4.1759 1.0619 -3.6141 -0.1 0.1 1.2 0.000
H 5.4263 8.1436 0.8366 -0.6 -0.3 -0.2 0.000
H -3.4959 -5.9130 -3.5466 0.0 -0.2 0.0 0.000
H -6.4703 -4.6293 1.4730 -0.5 -0.2 1.4 0.000
H -3.1290 -2.1532 0.8482 0.2 0.3 0.6 0.000
H 3.9686 6.1816 5.1420 0.8 -0.2 -0.5 0.000
H -4.1038 4.1762 -2.6693 -0.7 0.7 0.0 0.000
H 5.2137 0.9412 -1.2211 -0.1 -0.2 0.2 0.000
H -0.1755 6.1827 3.5897 0.5 0.7 -0.1 0.000
H -0.9727 0.4653 1.1279 -0.3 -0.3 -0.6 0.002
H 4.9798 2.3940 0.7100 -0.2 0.5 0.6 0.000
H 0.9440 5.9215 4.9884 -0.2 0.0 -0.2 0.000
H -5.4437 -2.3176 2.0014 -0.1 -0.4 0.6 0.000
H 3.8623 5.0031 2.7455 0.1 0.1 0.2 0.000
H -0.1633 -3.6782 -7.1363 -0.5 0.4 0.2 0.000
H -3.1153 1.5757 1.8245 0.2 0.7 -0.4 0.000
H 1.6722 3.3545 1.6671 -0.1 -0.2 0.2 0.000
H -3.3128 -5.5835 -1.1376 0.1 -0.1 0.2 0.000
H 2.5620 5.6841 1.1430 -0.3 -0.1 -0.5 0.000
H 3.0116 7.9838 1.3850 -0.4 -0.2 -0.3 0.000
H 5.1587 1.0399 -5.6424 -0.1 -0.1 0.2 0.000
H -4.4083 -0.2928 -1.1936 0.4 0.1 0.4 0.000
H -4.2380 5.4759 0.7107 0.1 0.0 -0.2 0.000
H -5.7294 -5.0125 5.1626 1.0 0.0 0.0 0.000
H 6.5551 1.6374 3.3783 0.4 -0.3 -0.7 0.000
H -0.2792 -7.7352 -1.3603 0.1 0.4 -0.3 0.000
H 0.8825 0.1387 -4.9120 0.4 0.4 0.2 0.000
H -1.7903 -4.0795 -3.9511 -0.3 -0.2 -0.1 0.000
H -0.3024 1.1602 -0.4456 -0.5 -0.3 -0.1 0.005
H -5.8979 -0.0815 -0.2618 0.3 0.1 0.6 0.000
H -4.4276 3.4443 2.1807 0.3 -0.3 -0.2 0.000
H -2.3239 -2.5680 4.5107 -0.6 -0.4 0.5 0.000
H 2.7569 -0.7987 -1.6004 0.4 0.0 -0.2 0.000
H 3.3718 0.6429 0.2514 0.1 0.0 0.1 0.000
H 4.0071 -1.0179 0.5225 -0.8 -0.1 0.5 0.000
H 0.9015 3.9055 0.2193 -0.2 0.5 0.0 0.000
H -2.5003 4.5589 -2.4974 0.3 0.0 0.3 0.000
H -4.1410 0.3066 1.7975 -0.5 -0.5 -0.8 0.000
H 2.1832 -2.3252 -2.2764 -0.4 0.1 0.4 0.000
H 0.8677 6.2700 1.2020 0.2 0.3 0.4 0.000
H 4.4247 4.3938 5.1968 0.1 0.3 0.0 0.000
H -0.6334 -3.3706 -2.8926 0.2 -0.1 0.1 0.000
H 5.9832 -0.5344 2.7858 -0.2 0.1 -0.3 0.000
H -0.2007 -2.1568 -4.4637 -0.6 0.4 -0.5 0.000
H 0.2488 4.6316 3.9723 0.9 -0.5 0.0 0.000
H -6.3698 2.6400 -0.0424 0.1 0.0 -0.2 0.000
H -0.1294 -5.3998 -1.7513 -0.3 -0.3 0.1 0.000
H -1.8726 5.0445 0.6082 -0.9 0.7 -0.7 0.000
H 6.8704 0.6244 -0.6934 0.0 0.2 0.1 0.000
H -2.1214 -6.7418 -4.3588 -0.4 -0.2 -0.2 0.000
H -5.1569 -5.2499 0.8692 1.2 0.2 -0.1 0.000
H -3.0695 -7.3191 -0.7499 0.1 0.1 0.2 0.000
H -1.2603 3.9250 -0.5967 -0.4 0.0 -0.4 0.000
H -6.8376 -4.4967 4.0887 0.0 0.1 -1.1 -0.005
H 3.7191 -2.4456 -4.1366 -1.0 -0.3 0.3 0.000
H 2.9792 0.2666 -6.2841 -0.3 0.0 -0.1 0.000
H -4.5080 -7.1096 3.8750 -0.7 0.1 0.3 -0.001
H -2.0761 3.4339 0.8626 0.1 -0.4 0.1 0.000
H -2.7909 0.3895 0.5604 -0.4 -0.3 0.2 0.000
H 2.9550 1.5998 -4.5469 -0.7 0.4 0.2 0.000
H -1.8155 -6.0890 -0.2776 -0.2 -0.2 0.1 0.000
H -3.2685 -7.7305 -3.3891 -0.3 0.3 -0.2 0.000
H 5.7731 3.1168 3.0679 0.3 0.3 -0.7 0.000
H -3.5927 5.8035 -2.0098 -0.5 -0.2 0.6 0.000
H -3.1901 -3.8022 0.5067 0.0 -0.4 0.2 0.000
H -0.6559 -2.8510 2.1983 -0.9 0.8 0.0 -0.001
H 5.0325 -0.0232 -6.9913 0.7 0.0 -0.1 0.000
H -5.6200 0.7889 -1.6703 0.0 0.6 0.0 0.000
H 2.4304 1.2319 -2.8624 0.3 -0.6 -0.1 0.000
H -0.9151 -4.0188 3.4288 0.0 -0.1 -0.2 -0.001
H 3.6809 0.1558 1.9726 -0.5 -0.5 -0.2 0.000
H -6.1296 -6.7844 3.0159 0.1 -0.5 0.3 -0.001



16
Properties=species:S:1:pos:R:3:forces:R:3:mulliken_charge:R:1 method="wB97M-V/def2-TZVPD" spin_multiplicity=1 homo_lumo_gap_ev=8.177 homo_ev=-8.33 de_lowest_kj_mol=439.1 lumo_ev=-0.16 e_tot_ha=-288.6148
N 1.9484 0.1132 -0.1519 -0.1 0.3 0.2 -0.549
C 1.3512 -0.9341 -1.0255 -0.1 -0.3 -0.5 -0.173
C -0.6080 0.3800 -1.1431 -0.1 0.0 0.0 -0.818
C 0.2829 -0.5415 -1.9440 0.2 0.1 0.3 -0.507
C -1.1514 0.6286 1.4388 0.0 0.1 0.1 -1.455
C 0.8754 -0.6452 0.3933 -0.1 -0.1 0.4 -0.256
C -0.5647 -0.1755 0.2859 -0.1 -0.2 0.2 0.651
H 1.1557 -1.3021 1.2102 0.0 -0.1 -0.1 0.431
H -1.6322 0.4526 -1.5221 0.2 -0.1 -0.1 0.374
H -2.2054 0.8575 1.2441 0.2 0.0 0.0 0.355
H -0.6308 1.5686 1.6512 0.0 -0.1 -0.2 0.320
H -1.1440 -1.1094 0.2500 0.0 0.1 0.0 0.186
H 1.6844 1.0453 -0.4621 -0.1 -0.1 0.0 0.306
H -0.2074 1.4047 -1.2117 0.0 -0.1 0.0 0.350
H 2.0155 -1.7692 -1.2342 -0.1 0.3 -0.1 0.410
H -1.1368 0.0282 2.3559 0.1 0.1 -0.1 0.373



53
Properties=species:S:1:pos:R:3:forces:R:3:lowdin_spin:R:1 method="wB97M-V/def2-TZVPD" spin_multiplicity=3 homo_lumo_gap_ev="8.442 / 6.078" homo_ev="-7.90 / -8.11" de_lowest_kj_mol=11.7 lumo_ev="0.54 / -2.03" e_tot_ha=-1835.4030
Au 2.6336 2.1335 1.0060 0.1 0.0 0.0 0.306
Te 4.3193 2.6385 2.7503 -0.1 0.0 0.0 1.567
S 2.6180 1.4822 -1.2802 0.1 0.0 0.0 0.059
O 0.3717 2.2906 1.0129 0.0 0.0 0.1 0.036
O 1.4883 -0.4956 1.6869 0.1 0.0 0.0 0.002
N 0.7347 1.9715 -3.0690 0.0 0.0 0.0 0.003
N 0.4461 -2.3781 0.9353 -0.1 0.1 0.0 0.000
N 0.7099 -1.9762 3.2268 0.0 0.0 0.0 0.000
N -0.1120 1.3921 -1.0575 -0.1 0.0 0.1 0.005
C 0.9167 -1.5497 1.9286 -0.1 -0.1 0.1 0.000
C -0.6336 2.0173 -3.5821 0.0 0.0 0.0 0.000
C -1.3066 3.3559 -3.3209 0.0 0.0 0.0 0.000
C 2.2595 1.0007 -4.7645 0.0 0.0 0.0 0.001
C -1.4250 0.7740 0.8358 0.0 0.0 0.0 0.002
C 0.8197 -3.3779 3.5924 0.0 0.0 0.0 0.000
C 0.9593 1.6714 -1.7760 0.1 -0.1 -0.2 0.009
C -1.5597 0.7200 2.2190 0.0 0.0 0.0 0.000
C 1.1219 -1.0588 4.2708 0.0 0.0 0.0 0.001
C -0.2696 1.5330 0.2509 -0.1 0.1 0.0 0.004
C -3.4041 -0.5814 0.6066 0.0 0.0 0.0 0.000
C -0.8250 -3.0722 1.0717 0.0 0.0 0.0 0.000
C -3.5254 -0.6438 1.9881 0.0 0.0 0.0 0.000
C -2.5992 0.0061 2.7939 0.0 0.0 0.0 0.000
C -2.3535 0.1198 0.0325 0.0 0.0 0.0 0.000
C 1.7939 2.2504 -4.0320 0.0 0.0 0.0 0.002
C 0.7758 -2.0057 -0.4301 0.0 0.0 0.0 0.000
H 0.0519 -1.2943 -0.8410 0.0 0.0 0.0 0.000
H 3.0187 1.2557 -5.5048 0.0 0.0 0.0 0.000
H -2.6916 -0.0396 3.8717 0.0 0.0 0.0 0.000
H 0.5942 -1.3143 5.1907 0.0 0.0 0.0 0.000
H 0.7785 -2.9068 -1.0461 0.0 0.0 0.0 0.000
H 1.7646 -3.5567 4.1169 0.0 0.0 0.0 0.000
H -4.1290 -1.0802 -0.0244 0.0 0.0 0.0 0.000
H -1.3883 3.5311 -2.2491 0.0 0.0 0.0 0.000
H -2.2450 0.1725 -1.0424 0.0 0.0 0.0 0.000
H 1.7575 -1.5406 -0.4601 0.0 0.0 0.0 0.000
H -4.3431 -1.1942 2.4364 0.0 0.0 0.0 0.000
H 2.2009 -1.1119 4.4571 0.0 0.0 0.0 0.001
H -1.2012 1.2117 -3.1194 0.0 0.0 0.0 0.000
H 1.3939 2.9815 -4.7379 0.0 0.0 0.0 0.000
H 1.4295 0.5165 -5.2824 0.0 0.0 0.0 0.000
H 0.8786 -0.0400 3.9851 0.0 0.0 0.0 0.000
H 2.6899 0.2894 -4.0600 0.0 0.0 0.0 0.001
H -2.3084 3.3689 -3.7524 0.0 0.0 0.0 0.000
H 0.0019 -3.6742 4.2540 0.0 0.0 0.0 0.000
H -1.1712 -3.0445 2.1004 0.0 0.0 0.0 0.000
H -0.7356 -4.1139 0.7522 0.0 0.0 0.0 0.000
H 2.6254 2.7194 -3.5107 0.0 0.0 0.0 0.001
H -0.7348 4.1732 -3.7637 0.0 0.0 0.0 0.000
H -0.8345 1.2455 2.8242 0.0 0.0 0.0 0.000
H -1.5828 -2.5821 0.4536 0.0 0.0 0.0 0.000
H 0.8026 -4.0076 2.7089 0.0 0.0 0.0 0.000
H -0.5772 1.8179 -4.6534 0.0 0.0 0.0 0.000